DFT (ωB97M-V/def2-TZVPD) results for one molecule with the formula C3H4S in a non-equilibrium geometry.

```
! wB97M-V def2-TZVPD RIJCOSX def2/J DEFGRID3
* xyz 0 1
H 0.8807 1.4136 -0.1369
C 0.7823 -0.7497 -0.6286
C 0.2318 0.6715 0.0142
H -0.0391 -1.3661 -0.4526
S 1.8618 -1.7316 -1.5591
H -1.5209 -0.3517 0.7138
C -0.9431 0.6530 0.6992
H -1.2535 1.4610 1.3499
*
```

Output
Lowest unoccupied orbital energy (alpha / beta) ... -0.932 / -0.933 eV
SMILES ... C=CC=S
HOMO (alpha / beta) ... -8.654 / -8.653 eV
Largest force on an atom ... 5.4 eV/Å
ΔE to the lowest compared entry with this formula, charge and spin ... 40.66 kcal/mol

=====

DFT (ωB97M-V/def2-TZVPD) results for C3H4S2 as an isolated structure in a non-equilibrium geometry.

```
! wB97M-V def2-TZVPD RIJCOSX def2/J DEFGRID3
* xyz 0 1
C -1.2000 0.2639 0.9345
H 1.5721 0.6855 0.0334
H 1.1796 0.1892 -1.6386
S -1.5423 1.1923 -0.5074
H 1.7343 -1.0198 -0.3347
C -0.3919 -0.1661 -0.2393
H -1.0218 0.3232 1.9312
S -1.5165 -1.3994 0.4175
C 1.1865 -0.0689 -0.5966
*
```

Output
Lowest unoccupied orbital energy ... 0.533 eV
HOMO ... -8.580 eV
Largest force on an atom ... 3.6 eV/Å
ΔE to the lowest compared entry with this formula, charge and spin ... 49.08 kcal/mol

=====

DFT (ωB97M-V/def2-TZVPD) results for one molecule with the formula C3H4S2 in a non-equilibrium geometry.

```
! wB97M-V def2-TZVPD RIJCOSX def2/J DEFGRID3
* xyz 0 1
H 1.4455 -1.9777 -0.8838
C 1.0564 0.1640 -0.5611
S -0.2098 1.3885 -0.0399
H -2.2833 0.2365 0.5605
C -1.8749 1.1831 0.2639
H 0.6137 -1.6115 0.7021
S 2.5509 -0.0976 0.2607
H -2.4880 1.9487 -0.1627
C 1.1895 -1.2340 -0.1397
*
```

Output
Lowest unoccupied orbital energy (alpha / beta) ... -0.619 / -0.424 eV
HOMO (alpha / beta) ... -7.939 / -8.026 eV
Largest force on an atom ... 2.5 eV/Å
ΔE to the lowest compared entry with this formula, charge and spin ... 84.00 kcal/mol

=====

DFT (ωB97M-V/def2-TZVPD) results for C3H5AgO3 as an isolated structure in a non-equilibrium geometry.

```
! wB97M-V def2-TZVPD RIJCOSX def2/J DEFGRID3
* xyz -1 2
Ag -3.1487 0.6336 0.7452
H 1.3051 0.8849 -2.5422
O -0.1554 0.1367 -1.3213
O -0.9145 0.7071 0.8579
H 2.5085 1.1892 -0.4926
H 2.8111 -0.5767 -0.5150
C 1.1681 0.0628 -1.8303
H 1.3078 -0.8973 -2.3433
C 2.0404 0.2009 -0.5821
O 1.1072 0.0115 0.4792
C -0.1804 0.1294 0.0318
H -1.7047 -0.9370 -0.1394
*
```

Output
Lowest unoccupied orbital energy (alpha / beta) ... 3.335 / 3.331 eV
<S²> ... 0.755
HOMO (alpha / beta) ... -0.981 / -2.336 eV
Largest force on an atom ... 2.9 eV/Å

=====

DFT (ωB97M-V/def2-TZVPD) results for C3H5AuO4 as an isolated structure in a non-equilibrium geometry.

```
! wB97M-V def2-TZVPD RIJCOSX def2/J DEFGRID3
* xyz 2 3
H -2.0486 0.8237 0.1380
O -0.4297 -0.4508 0.4392
C 2.7419 1.3213 -0.4290
Au 0.7522 0.5658 1.3710
C -0.9917 0.7476 -0.1784
O -0.1866 1.7510 0.2622
C -1.0529 -1.6923 0.1714
H -1.3601 -1.7600 -0.8817
H -0.9224 0.6046 -1.2733
H -1.9382 -1.8012 0.8126
O 3.3663 1.6615 -1.3386
O 2.3954 0.7136 0.5328
H -0.3255 -2.4849 0.3741
*
```

Output
Lowest unoccupied orbital energy (alpha / beta) ... -10.473 / -14.157 eV
<S²> ... 2.010
HOMO (alpha / beta) ... -21.028 / -20.795 eV
Largest force on an atom ... 9.9 eV/Å
ΔE to the lowest compared entry with this formula, charge and spin ... 10.00 kcal/mol

=====

DFT (ωB97M-V/def2-TZVPD) results for one molecule with the formula C3H5BBrN3O2 in a non-equilibrium geometry.

```
! wB97M-V def2-TZVPD RIJCOSX def2/J DEFGRID3
* xyz 0 1
C 0.5709 -0.8690 1.5475
B 0.5501 1.2281 0.7126
H -1.8832 -0.0547 -2.6452
H 0.4380 2.4844 2.1754
C -1.2910 -0.9059 -2.1398
H -1.7014 -1.8965 -2.0354
N -0.1850 -1.8314 -0.3121
N -0.5370 -0.5704 -0.9268
H -0.5148 -0.9733 -3.0413
C -0.2330 0.5469 -0.3858
H 2.2176 2.2189 0.6887
O -0.0368 1.8007 1.7955
O 1.8629 1.4246 0.3848
Br 0.5041 -0.7993 3.3640
N 0.2387 -1.8032 0.8180
*
```

Output
Lowest unoccupied orbital energy ... -0.821 eV
HOMO ... -8.035 eV
Largest force on an atom ... 4.9 eV/Å

=====

DFT (ωB97M-V/def2-TZVPD) results for a 2-piece molecular cluster, C3H5Br overall in a non-equilibrium geometry.

```
! wB97M-V def2-TZVPD RIJCOSX def2/J DEFGRID3
* xyz 0 1
H -0.0902 1.2971 -1.0690
C 0.3790 -0.6989 -0.4561
Br -2.3542 -0.0348 0.0120
H -0.0588 -1.2402 -1.2140
H 1.2308 -1.1316 -0.0667
H -0.1523 -0.2933 2.3482
C 0.3372 0.8033 -0.1918
H 1.2359 1.3778 0.0619
C -0.5273 -0.0794 0.5755
*
```

Output
Lowest unoccupied orbital energy ... -0.200 eV
HOMO ... -9.769 eV
Largest force on an atom ... 4.4 eV/Å
ΔE to the lowest compared entry with this formula, charge and spin ... 82.64 kcal/mol

=====

DFT (ωB97M-V/def2-TZVPD) results for one molecule with the formula C3H5Br2 in a non-equilibrium geometry.

```
! wB97M-V def2-TZVPD RIJCOSX def2/J DEFGRID3
* xyz 0 2
H -2.0543 0.9513 0.0765
H 0.5807 -0.4152 -1.1705
H -0.7061 -0.9059 1.6299
Br 2.2265 0.4480 0.0399
C -1.0975 0.5087 -0.1484
H -0.8440 0.3331 -1.2161
C 0.6664 -0.9217 -0.1755
C -0.3987 -0.5056 0.6348
H 1.3803 -1.6481 0.0012
Br 0.2466 2.1555 0.3282
*
```

Output
Lowest unoccupied orbital energy (alpha / beta) ... 0.585 / -2.101 eV
<S²> ... 0.754
HOMO (alpha / beta) ... -7.861 / -7.747 eV
Largest force on an atom ... 4.1 eV/Å
ΔE to the lowest compared entry with this formula, charge and spin ... 41.06 kcal/mol

=====

DFT (ωB97M-V/def2-TZVPD) results for C3H5Br2Cl as an isolated structure in a non-equilibrium geometry.

```
! wB97M-V def2-TZVPD RIJCOSX def2/J DEFGRID3
* xyz 0 1
H -1.7769 -1.7684 -0.3133
Br 1.3705 1.9416 0.2282
Cl 2.9729 -0.3030 -0.9150
C -1.4897 0.3145 -0.7088
C 1.9779 0.1722 0.4631
H -2.8256 -0.5212 0.6638
H -0.7249 0.0511 -1.4518
H -1.7141 1.3126 -0.6694
H 1.3216 -0.5851 0.5621
C -2.0015 -0.6915 -0.0669
Br 2.8898 0.0773 2.2080
*
```

Output
Lowest unoccupied orbital energy ... 0.244 eV
HOMO ... -10.302 eV
Largest force on an atom ... 3.5 eV/Å
ΔE to the lowest compared entry with this formula, charge and spin ... 40.59 kcal/mol

=====

DFT (ωB97M-V/def2-TZVPD) results for a 2-piece molecular cluster, C3H5Br2NS overall in a non-equilibrium geometry.

```
! wB97M-V def2-TZVPD RIJCOSX def2/J DEFGRID3
* xyz 0 1
N 0.3393 1.9508 -0.0017
S 1.5707 0.9833 -0.1506
H 1.1665 -1.2576 0.6666
C -0.7265 -0.1375 0.5204
C -0.8856 1.3082 0.0538
H -1.6304 1.8964 0.5881
Br -1.6380 1.3000 -1.8719
C 0.6303 -0.5881 0.0012
H -1.5347 -0.7685 0.1593
H 0.5830 -1.0392 -0.9906
H -0.7406 -0.1470 1.6136
Br 2.8660 -3.5008 -0.5882
*
```

Output
Lowest unoccupied orbital energy (alpha / beta) ... -0.995 / -4.085 eV
HOMO (alpha / beta) ... -10.013 / -8.068 eV
Largest force on an atom ... 1.5 eV/Å
ΔE to the lowest compared entry with this formula, charge and spin ... 3.84 kcal/mol

=====

DFT (ωB97M-V/def2-TZVPD) results for one molecule with the formula C3H5Br2P in a non-equilibrium geometry.

```
! wB97M-V def2-TZVPD RIJCOSX def2/J DEFGRID3
* xyz 0 1
C -0.1629 -0.1277 -0.1403
Br -0.7531 0.3157 3.0003
H 1.9384 0.3079 0.4709
Br -1.0137 2.9197 0.6125
C 1.1884 0.2689 -0.3682
H 1.2093 1.3086 -0.7628
C -0.7651 -1.5524 -0.7283
H -1.8143 -1.8573 -0.5093
H 1.5625 -0.2148 -1.2744
P -1.3811 0.7340 0.8548
H -0.0084 -2.1026 -1.1552
*
```

Output
Lowest unoccupied orbital energy ... -0.808 eV
SMILES ... C=C(C)P(Br)Br
HOMO ... -9.009 eV
Largest force on an atom ... 9.3 eV/Å
ΔE to the lowest compared entry with this formula, charge and spin ... 38.73 kcal/mol

=====

DFT (ωB97M-V/def2-TZVPD) results for a 2-piece molecular cluster, C3H5Br2P overall in a non-equilibrium geometry.

```
! wB97M-V def2-TZVPD RIJCOSX def2/J DEFGRID3
* xyz 0 1
H 0.2564 1.3670 -0.0059
H -2.7174 1.0148 -1.3336
C -0.5934 0.9464 0.3746
C -0.4743 -0.3911 0.4492
C 0.1388 -1.4672 0.7133
H 0.7904 -1.2490 1.5702
H 0.3246 -2.3401 0.2453
Br -4.0708 -0.1217 0.5080
Br -2.4726 -1.6012 -2.1757
H -1.3295 1.4097 1.0142
P -3.6254 0.2464 -1.6912
*
```

Output
Lowest unoccupied orbital energy ... -0.067 eV
SMILES ... BrPBr.C=C=C
HOMO ... -9.566 eV
Largest force on an atom ... 5.9 eV/Å
ΔE to the lowest compared entry with this formula, charge and spin ... 59.66 kcal/mol